DFT (the ωB97M-V functional and the def2-TZVPD basis) results for C13H34ClHoIN3OP2 as an isolated structure.

DFT total energy   -85538.9056 eV
Net charge   +2
Molar mass   637.67 g mol⁻¹
⟨S²⟩   6.004
HOMO energy (spin up / spin down)   -0.5279 / -0.5280 hartree
Multiplicity   5
Gap between HOMO and LUMO (spin up / spin down)   6.72 / 6.73 eV

Each line ends with the Löwdin charge.
Geometry (Å):
Ho 0.087 -0.487 -0.199  0.59
I 0.591 -2.708 -1.845  0.53
Cl 2.318 0.517 0.147  -0.12
P -0.506 0.623 -2.895  0.68
P 0.410 -2.509 1.888  0.68
O -1.303 -5.299 -3.100  0.25
N -0.612 3.783 1.074  -0.13
N -0.876 1.457 0.720  -0.08
N 0.029 2.266 2.722  -0.13
C 0.909 3.208 3.399  -0.04
C -2.045 1.482 -3.412  -0.27
C -0.115 0.961 3.355  -0.05
C -0.797 4.908 1.986  -0.04
C -0.794 -2.890 3.216  -0.27
C -0.940 4.067 -0.313  -0.04
C 1.025 -5.790 -3.869  0.01
C 1.913 -2.264 2.916  -0.27
C 0.731 1.895 -3.387  -0.26
C -0.374 -0.522 -4.330  -0.34
C 0.705 -4.222 1.290  -0.34
C -0.497 2.499 1.500  -0.42
C -0.148 -5.182 -3.254  -0.21
H 1.735 1.518 -3.174  0.04
H -2.871 0.760 -3.399  0.05
H -1.278 -1.142 -4.377  0.05
H 0.631 2.108 -4.465  0.06
H -0.318 -3.499 4.003  0.07
H 0.788 0.354 3.226  0.06
H -1.185 -1.967 3.662  0.03
H -0.251 -4.666 0.988  0.05
H 0.575 2.820 -2.814  0.03
H -0.929 5.158 -0.427  0.10
H -0.204 3.628 -1.000  0.08
H 2.098 -3.174 3.513  0.06
H -0.255 0.037 -5.266  0.06
H 0.156 5.413 2.204  0.10
H -1.443 5.637 1.482  0.10
H 1.172 -4.828 2.071  0.06
H -1.937 1.885 -4.436  0.07
H -1.584 1.766 0.050  0.03
H 0.742 -6.715 -4.412  0.14
H -1.634 -3.455 2.783  0.05
H 1.639 2.649 3.989  0.10
H 1.473 -5.054 -4.562  0.13
H -1.281 4.607 2.923  0.10
H 0.485 -1.189 -4.180  -0.04
H 2.772 -2.062 2.270  0.04
H 1.780 -1.411 3.593  0.03
H 1.756 -6.015 -3.071  0.13
H 1.456 3.830 2.678  0.10
H -1.949 3.703 -0.579  0.09
H -0.296 1.102 4.432  0.11
H 0.344 3.848 4.088  0.10
H -0.972 0.440 2.916  0.07
H 1.353 -4.186 0.404  -0.04
H -2.281 2.304 -2.722  0.03

---

DFT (the ωB97M-V functional and the def2-TZVPD basis) results for C13H34F9HfN2O9PS as an isolated structure.

DFT total energy   -81320.2208 eV
Net charge   +2
Molar mass   774.93 g mol⁻¹
HOMO energy   -0.5858 hartree
Relative energy (zero: lowest compared OMol25 entry of this formula, charge and spin)   0.0 kJ/mol
Gap between HOMO and LUMO   8.98 eV

Each line ends with the Löwdin charge.
Geometry (Å):
Hf 0.666 -0.570 0.295  2.13
S -2.080 0.918 2.370  0.60
P 3.283 1.479 -1.607  0.27
F -3.847 0.225 4.311  0.14
F 4.488 2.544 -1.679  -0.10
F -3.778 -1.166 2.598  0.17
F -2.250 -1.226 4.042  0.13
F 2.057 0.417 -1.436  -0.24
F 3.131 1.509 0.036  -0.18
F 2.245 2.733 -1.896  -0.15
F 3.221 1.182 -3.211  -0.13
F 4.389 0.285 -1.407  -0.15
O 2.937 -1.155 0.510  -0.16
O -1.204 0.101 1.482  -0.44
O -0.492 2.066 -2.666  -0.27
O -1.260 -2.117 0.288  -0.35
O 1.566 0.653 2.232  -0.14
O 0.879 -1.923 2.172  -0.16
O -1.257 1.724 3.266  -0.27
O -3.062 1.644 1.566  -0.26
O 1.039 -2.916 -0.444  -0.13
N 0.280 1.893 -0.055  0.01
N -0.479 -0.428 -1.772  0.00
C -3.061 -0.404 3.376  -0.60
C 2.306 -3.472 -0.069  -0.15
C -1.195 3.771 0.561  -0.02
C 3.403 -2.419 0.073  -0.16
C -1.868 -3.021 1.165  -0.06
C -2.450 -0.721 -3.055  0.00
C -0.590 2.457 -4.056  -0.04
C -1.889 -0.744 -1.622  -0.38
C -1.003 2.588 -0.378  -0.37
C -2.037 -2.098 -0.973  -0.10
C -0.967 3.118 -1.840  -0.15
C 1.881 -0.066 3.391  -0.16
C 0.978 -1.291 3.495  -0.11
H -0.145 -0.987 -2.544  0.13
H -1.757 -3.995 0.687  0.12
H 1.708 1.583 2.424  0.13
H 0.782 2.500 -0.688  0.06
H 0.573 2.408 0.763  0.08
H -1.973 3.417 -2.136  0.15
H 1.408 -2.004 4.198  0.15
H -2.123 4.308 0.364  0.11
H -2.322 0.221 -3.588  0.09
H -1.202 3.473 1.610  0.06
H 0.793 -2.845 2.426  0.12
H 2.908 -0.410 3.263  0.13
H 3.785 -0.786 0.767  0.13
H 2.181 -3.968 0.894  0.13
H -3.087 -2.370 -0.866  0.15
H -2.919 -2.767 1.304  0.10
H -1.392 -2.930 2.141  0.09
H -1.681 -2.911 -1.605  0.14
H -1.781 1.826 -0.338  0.09
H -0.339 4.437 0.456  0.10
H -2.316 0.081 -1.051  0.14
H 0.618 -3.724 -0.745  0.13
H -1.574 2.543 -4.517  0.10
H -0.111 1.586 -4.501  0.10
H 0.003 -1.049 3.917  0.12
H -0.509 0.483 -2.208  0.04
H 4.072 -2.852 0.817  0.15
H -0.048 3.380 -4.262  0.11
H 1.802 0.631 4.226  0.16
H -2.182 -1.567 -3.688  0.10
H 2.576 -4.172 -0.860  0.15
H -0.284 3.939 -2.057  0.14
H 4.086 -2.285 -0.766  0.15
H -3.529 -0.762 -2.902  0.10

---

DFT (the ωB97M-V functional and the def2-TZVPD basis) results for C13H35B2BeCaClF9N2O10P3 as an isolated structure.

DFT total energy   -122539.3688 eV
Molar mass   749.50 g mol⁻¹
HOMO energy   -0.2354 hartree
Gap between HOMO and LUMO   3.10 eV

Each line ends with the Löwdin charge.
Geometry (Å):
Ca -1.356 -4.239 1.764  1.25
Cl -6.640 1.528 -1.870  0.82
P -1.051 -1.444 1.025  0.59
P -3.439 2.174 -0.440  0.47
P 0.990 -2.378 1.382  0.47
F -5.301 2.232 -1.179  -0.62
F -2.254 3.006 0.271  -0.12
F -3.309 3.315 -1.561  -0.11
F 3.318 1.858 -6.160  0.18
F -3.283 1.130 -1.666  -0.13
F -2.852 0.902 0.430  -0.21
F -4.397 2.491 0.772  -0.07
F 5.392 2.041 -5.277  0.18
F -0.785 2.417 4.603  -0.80
O 3.138 1.593 3.093  -0.09
O 2.918 -4.406 2.316  0.12
O 8.424 -2.043 2.156  -0.13
O 4.212 0.006 -4.982  0.23
O 2.832 0.954 -1.943  0.01
O -0.732 0.152 1.184  -0.39
O -9.170 3.092 -2.777  -0.04
O 3.653 -1.455 -3.373  0.12
O -3.269 -4.164 -1.301  0.01
O 3.534 1.970 -3.797  0.26
N -8.869 4.695 -4.355  0.15
N -8.959 5.249 -2.112  0.15
C 3.747 -0.343 -3.818  -0.42
C 3.313 0.948 -3.067  -0.40
C 2.858 2.973 3.358  -0.50
C -3.389 -3.334 -3.518  -0.01
C -5.295 -4.674 -2.436  -0.02
C 2.081 3.021 4.649  -0.08
C -3.922 -4.067 -2.320  -0.50
C 8.477 -1.740 0.763  -0.15
C 4.922 -2.202 2.956  -0.07
C -2.153 -1.853 2.486  -0.35
C -9.010 4.270 -3.063  -0.69
C 4.023 -2.219 1.692  -0.19
C 2.062 3.570 2.208  -0.06
B 4.142 1.509 -5.126  -1.02
B 2.789 -3.146 1.854  -0.65
Be 1.933 0.393 0.023  0.81
H 1.828 4.618 2.387  0.09
H 9.425 -2.066 0.329  0.07
H -9.060 4.967 -1.156  0.10
H 2.262 1.193 3.034  0.05
H 0.771 -2.214 2.830  -0.02
H 4.469 -1.517 3.662  0.08
H -8.828 6.220 -2.322  0.09
H -8.903 3.998 -5.074  0.10
H 1.753 -1.115 0.330  -0.12
H 5.870 -1.767 2.663  0.06
H 2.080 -4.866 2.403  0.06
H 4.597 -2.488 0.806  0.11
H -8.736 5.654 -4.611  0.09
H -3.136 -1.437 2.325  0.05
H -0.121 0.220 1.943  0.04
H 1.812 4.037 4.934  0.08
H -6.030 -3.895 -2.639  0.09
H -4.046 -2.499 -3.766  0.09
H 8.500 -2.996 2.246  0.07
H 1.141 2.447 4.555  0.03
H -2.397 -2.948 -3.300  0.09
H -5.556 -5.171 -1.504  0.08
H 5.046 -3.196 3.364  0.07
H 8.392 -0.662 0.657  0.08
H 1.118 3.027 2.080  0.07
H -5.311 -5.406 -3.244  0.09
H -3.327 -4.010 -4.372  0.09
H 7.653 -2.217 0.227  0.07
H 3.811 3.499 3.441  0.13
H 0.551 -3.678 0.711  -0.13
H -2.216 -2.929 2.549  -0.13
H 3.677 -1.198 1.549  0.04
H -1.689 -1.451 3.386  0.07
H 2.624 3.493 1.271  0.07
H 2.651 2.570 5.466  0.08

---

DFT (the ωB97M-V functional and the def2-TZVPD basis) results for a 11-piece molecular cluster, C13H35Br4N9O18 overall.

SMILES string   C[N+](=O)[O-].C[N+](=O)[O-].C[N+](=O)[O-].C[N+](=O)[O-].C[N+](=O)[O-].C[N+](=O)[O-].C[N+](=O)[O-].C[N+](=O)[O-].C[N+](=O)[O-].BrCCBr.BrCCBr
DFT total energy   -344459.7982 eV
Molar mass   925.08 g mol⁻¹
HOMO energy   -0.3821 hartree
Gap between HOMO and LUMO   10.23 eV

Each line ends with the Löwdin charge.
Geometry (Å):
Br -2.292 0.604 -1.005  0.71
Br -7.578 1.224 4.869  0.60
Br 1.613 -0.590 1.183  0.80
Br -3.351 0.115 3.175  0.69
O 2.721 3.758 2.147  0.06
O 1.083 -2.201 -1.674  0.00
O -0.907 4.929 0.322  0.08
O 3.340 1.610 -0.776  0.02
O -0.461 -3.572 0.996  0.03
O 0.495 -3.885 3.972  0.07
O 4.759 3.305 1.686  0.06
O 0.278 3.366 -0.536  0.04
O 1.945 -2.485 4.606  0.06
O -6.040 1.865 -3.751  0.08
O 2.465 -3.741 -2.213  0.08
O 4.569 -3.203 0.009  0.04
O -2.140 -4.901 1.251  0.09
O 4.903 1.829 -2.212  0.09
O 4.999 -3.789 2.060  0.07
O -0.175 2.261 -3.329  0.05
O -3.957 1.346 -3.964  0.03
O 1.490 1.361 -4.323  0.06
N 3.688 3.031 2.177  -0.46
N 2.165 -2.580 -2.061  -0.43
N -0.213 4.470 -0.557  -0.43
N 0.384 1.326 -3.840  -0.43
N -5.102 1.110 -3.627  -0.45
N -1.388 -4.243 0.576  -0.43
N 4.242 -3.578 1.129  -0.42
N 3.881 2.206 -1.684  -0.43
N 0.825 -2.770 4.265  -0.47
C 3.562 1.692 2.817  0.01
C -1.054 -0.279 0.262  -0.65
C -0.359 0.035 -3.874  0.02
C 2.777 -3.865 1.351  0.02
C 3.188 -1.560 -2.397  0.05
C -4.853 1.132 3.916  -0.67
C -0.201 -1.706 4.208  0.01
C 0.098 5.370 -1.699  0.05
C -1.619 -4.187 -0.883  0.05
C -6.178 0.427 3.718  -0.67
C 3.296 3.483 -2.108  0.04
C -5.333 -0.207 -3.017  0.01
C 0.214 0.509 0.334  -0.61
H -2.354 -3.412 -1.084  0.10
H 3.341 -0.924 -1.526  0.07
H 0.318 -0.764 4.350  0.09
H -0.915 -1.863 5.011  0.10
H -6.585 0.547 2.721  0.05
H -0.911 -1.301 -0.081  0.02
H 0.333 4.761 -2.568  0.08
H -5.040 -0.121 -1.971  0.06
H 2.384 -3.119 2.036  0.02
H -1.956 -5.172 -1.199  0.10
H 0.912 6.031 -1.422  0.10
H -0.687 -3.974 -1.397  0.07
H -0.681 -1.767 3.238  0.06
H 0.126 1.369 0.990  0.06
H 3.897 1.008 2.046  0.06
H -1.298 0.295 -4.355  0.09
H 2.314 3.301 -2.536  0.07
H -4.599 1.217 4.966  0.04
H 2.269 -3.999 0.408  0.07
H 3.962 3.960 -2.818  0.10
H 4.185 1.698 3.706  0.10
H 2.801 -4.772 1.955  0.11
H -4.873 2.105 3.433  0.06
H -1.669 -0.341 1.151  -0.05
H 2.517 1.563 3.068  0.06
H -0.813 5.917 -1.922  0.10
H -6.392 -0.449 -3.062  0.10
H 3.218 4.094 -1.210  0.10
H 0.615 0.856 -0.611  0.03
H 2.822 -1.004 -3.259  0.09
H -0.504 -0.456 -2.920  0.04
H 0.205 -0.662 -4.490  0.10
H -4.795 -1.029 -3.475  0.10
H -6.067 -0.617 3.994  0.05
H 4.140 -2.000 -2.670  0.10

---

Q: Look up the molar mass of the third one.
A: 749.50 g mol⁻¹

---

Q: Which of these has the lowest molar mass?
A: C13H34ClHoIN3OP2

---

Q: Which of these has the lowest DFT total energy?
A: C13H35Br4N9O18